[1]
# C12H18NO9

4 unconnected molecules or ions with the total composition C12H18NO9 in a non-equilibrium geometry (wB97M-V/def2-TZVPD, the Open Molecules 2025 dataset).

Frontier orbital gap ... 7.116 eV
Calculated total energy ... -32652.0662 eV
Relative energy (zero: lowest compared OMol25 entry of this formula, charge and spin) ... 0.0 kcal per mole
Highest occupied orbital energy ... -4.339 eV
Charge ... -1

Geometry (Å):
N 0.90007 0.47351 1.05858
O 1.01365 1.66177 0.73954
O 0.15581 -0.29540 0.39110
O 1.48007 0.02118 2.07498
O -0.20005 2.65095 3.62458
C -1.16534 2.30413 3.01830
O -1.79175 3.06334 2.09092
C -2.48046 2.19899 1.18512
C -2.93467 1.01933 2.03405
C -1.90243 0.98514 3.17280
H -1.80368 1.85632 0.39826
H -3.28284 2.75777 0.70871
H -2.98478 0.08125 1.48021
H -3.94078 1.16081 2.44006
H -1.17255 0.18258 3.08639
H -2.42743 0.95520 4.12406
O -4.03079 1.11796 -1.87288
C -3.48837 0.07674 -2.09344
O -2.17462 -0.13165 -1.89402
C -1.80195 -1.44984 -2.31658
C -3.08809 -2.25269 -2.13928
C -4.12239 -1.22155 -2.55945
H -1.04665 -1.80240 -1.61722
H -1.43659 -1.42676 -3.34326
H -3.16860 -2.57372 -1.10035
H -3.18576 -3.17391 -2.71927
H -5.11183 -1.34456 -2.11848
H -4.28505 -1.19120 -3.63902
O 4.00656 1.80463 0.59816
C 4.50117 0.84668 0.10925
O 4.87952 0.79511 -1.20490
C 5.24574 -0.55304 -1.61069
C 5.01483 -1.44621 -0.38716
C 4.86478 -0.46391 0.77530
H 6.27987 -0.52926 -1.95860
H 4.59542 -0.75224 -2.46256
H 5.86900 -2.12366 -0.26856
H 4.19273 -2.14176 -0.56350
H 5.85243 -0.32832 1.22245
H 4.17579 -0.81130 1.53639

***

[2]
# C12H18O2S

A single C12H18O2S molecule in a non-equilibrium geometry (wB97M-V/def2-TZVPD, the Open Molecules 2025 dataset).

Frontier orbital gap (alpha / beta) ... 6.835 / 7.954 eV
Calculated total energy ... -27658.9189 eV
Relative energy (zero: lowest compared OMol25 entry of this formula, charge and spin) ... 152.0 kcal per mole
Highest occupied orbital energy (alpha / beta) ... -7.278 / -7.675 eV
Charge ... 0

Geometry (Å):
C 1.20784 0.43656 1.13940
C -0.14834 -1.99639 0.62552
C -0.04117 1.02649 0.83695
C 2.27495 -0.33672 -1.73218
C -3.04461 -0.30461 -1.07256
C -2.92442 1.06818 -0.42357
C -1.72827 -1.05967 -0.91844
C -2.57644 0.95191 1.05799
C -1.37326 -1.20324 0.57877
C -1.28257 0.16596 1.27720
C 3.41037 1.65356 -0.15409
C 3.48841 -1.01363 0.63655
O 0.25291 -3.09847 0.51773
O -0.21790 2.18309 0.46504
S 2.32305 0.17105 -0.09614
H 1.85516 -1.34170 -1.76197
H 1.62415 0.34226 -2.28067
H -3.85823 -0.87399 -0.61575
H -3.26335 -0.19877 -2.13637
H -2.13305 1.63167 -0.92061
H -3.85213 1.62770 -0.53905
H -1.79642 -2.04907 -1.37718
H -0.93512 -0.49822 -1.41600
H -2.43836 1.95499 1.46482
H -3.39874 0.47481 1.59906
H -2.16776 -1.78028 1.07821
H -1.14517 -0.00940 2.35280
H 3.67469 1.92213 0.86113
H 2.82337 2.45237 -0.59482
H 4.27995 1.42888 -0.75875
H 4.26024 -1.20647 -0.10033
H 2.94612 -1.92430 0.86177
H 3.90410 -0.59670 1.54554

***

[3]
# C12H18P

A gas-phase ion, C12H18P (charge +1) in a non-equilibrium geometry (wB97M-V/def2-TZVPD, the Open Molecules 2025 dataset).

Frontier orbital gap ... 6.220 eV
Calculated total energy ... -22013.5149 eV
Relative energy (zero: lowest compared OMol25 entry of this formula, charge and spin) ... 42.1 kcal per mole
Highest occupied orbital energy ... -12.197 eV
Charge ... +1

Geometry (Å):
C -0.91156 -1.13219 4.52339
C -1.61096 0.08209 4.42373
C -0.28580 -1.71777 3.42194
C -1.81007 0.65688 3.16212
C -0.44963 -1.16815 2.13898
C -1.13237 -0.04507 2.27985
C 0.04751 -1.85591 0.91929
C 1.00421 -0.99235 0.07109
C -1.77185 -0.89940 -1.82610
C 1.09963 3.12182 -1.68280
C -0.46015 -0.20129 -2.23989
C 1.64038 1.64339 -1.35189
P 0.26540 0.58787 -0.72087
H -0.90179 -1.75103 5.42680
H -2.16049 0.57181 5.28915
H 0.32845 -2.65406 3.48603
H -2.36982 1.57252 3.08241
H 0.69774 -2.78642 1.20216
H -0.91733 -1.94450 0.35876
H 1.73562 -0.68297 0.74111
H 1.40324 -1.74808 -0.71952
H -1.55539 -1.92712 -1.51204
H -2.23584 -0.55802 -0.95964
H -2.51155 -0.95409 -2.54382
H 0.74228 3.64044 -0.70291
H 1.85853 3.80296 -2.12409
H 0.41267 2.97566 -2.59079
H -0.90184 0.70682 -2.81816
H 0.18280 -0.79629 -2.87513
H 2.37412 1.85220 -0.53927
H 2.04164 1.16882 -2.25062

***

[4]
# C12H19AlCl18NO3

A molecular structure, C12H19AlCl18NO3 in a non-equilibrium geometry (wB97M-V/def2-TZVPD, the Open Molecules 2025 dataset).

Frontier orbital gap ... 7.059 eV
Calculated total energy ... -252385.9514 eV
Highest occupied orbital energy ... -5.494 eV
Charge ... -1

Geometry (Å):
C 4.81160 -6.89540 -0.76194
C 4.99262 -5.48430 -0.02803
O 3.82371 -5.00126 0.65381
Al 2.32473 -4.93421 -0.46853
N 1.03460 -3.59847 0.04812
C -0.32146 -4.20686 0.23669
C -0.88749 -5.18326 -0.91568
O -0.95528 -3.96609 1.29995
C 0.91107 -2.49038 -0.90894
C 1.52078 -2.42711 -2.38996
O 0.24179 -1.47185 -0.51500
H 4.58155 -7.76372 -0.04298
H 4.08355 -6.88278 -1.64293
H 5.84347 -7.15547 -1.21912
H 5.45737 -4.71156 -0.75286
H 5.79921 -5.64497 0.78628
H 1.58322 -6.35822 -0.29630
H 2.77840 -4.87250 -1.99488
H -0.21191 -5.08712 -1.84232
H -0.76072 -6.24847 -0.52924
H -1.96453 -4.95206 -1.20678
H 1.01013 -1.59100 -2.97264
H 2.64446 -2.19869 -2.32788
H 1.32669 -3.45156 -2.87876
C -1.16985 1.87063 0.26662
Cl -2.62133 2.30691 1.18088
Cl -1.51162 1.86191 -1.46937
Cl 0.15502 2.98512 0.63377
H -0.86596 0.86683 0.56142
C 4.39699 -0.82315 0.38832
Cl 2.83786 -1.58645 0.04522
Cl 5.67395 -1.51114 -0.62840
Cl 4.28035 0.92603 0.14747
H 4.64991 -1.01132 1.42967
C -4.00456 4.91576 -2.32988
Cl -4.27783 5.94822 -0.91936
Cl -5.51052 4.67681 -3.22785
Cl -2.75986 5.61202 -3.37817
H -3.65542 3.94521 -1.98150
C 0.19873 3.88358 -5.23997
Cl 1.36111 4.66798 -6.32035
Cl -1.15819 3.22119 -6.16266
Cl 0.98595 2.61482 -4.29373
H -0.18860 4.63252 -4.55235
C -4.98471 6.88545 2.92648
Cl -4.88848 7.28232 4.64914
Cl -4.48143 8.26672 1.94203
Cl -3.99608 5.46710 2.55834
H -6.01994 6.65297 2.68626
C -4.49536 5.63241 8.26110
Cl -4.31681 3.87787 8.12786
Cl -5.33172 6.06044 9.76100
Cl -2.91654 6.42651 8.18068
H -5.09617 5.97970 7.42320

***

[5]
# C12H19As2AuFO2

A molecular structure, C12H19As2AuFO2 in a non-equilibrium geometry (wB97M-V/def2-TZVPD, the Open Molecules 2025 dataset).

Frontier orbital gap ... 6.512 eV
Calculated total energy ... -144926.0689 eV
Highest occupied orbital energy ... -12.551 eV
Charge ... +1

Geometry (Å):
Au -1.04252 -0.01677 -1.53191
C 2.37861 -0.29614 -2.48502
As 1.18616 0.80786 -1.43576
C 1.70126 2.58685 -1.92535
C 1.73100 0.52186 0.37992
C 3.07419 0.60157 0.71858
C 3.46813 0.44264 2.04102
C 2.51875 0.21928 3.02605
C 1.17333 0.13696 2.68859
C 0.78589 0.27548 1.36227
As -1.08910 0.10232 0.94597
C -2.10821 1.21331 2.10607
C -1.44803 -1.72511 1.42992
H 3.38933 0.10924 -2.47363
H 2.02275 -0.30962 -3.51487
H 2.38533 -1.31705 -2.10876
H 2.72500 2.73418 -1.58311
H 1.03216 3.29669 -1.45048
H 1.66208 2.68784 -3.00844
H 3.82058 0.79444 -0.04272
H 4.51500 0.49958 2.30598
H 2.81660 0.12017 4.06085
H 0.43398 -0.03219 3.46322
H -2.09707 0.77447 3.10383
H -3.12982 1.26274 1.72982
H -1.66366 2.20275 2.07815
H -1.15576 -1.85101 2.47347
H -0.87713 -2.39545 0.79205
H -2.50807 -1.92597 1.29849
F -0.56540 2.07290 -0.02391
C -3.42813 -2.43649 -2.48446
C -3.85202 -1.33711 -1.52598
O -5.00632 -1.10140 -1.32092
O -2.84748 -0.67518 -0.92075
H -4.23846 -3.15155 -2.57833
H -2.51615 -2.91769 -2.13210
H -3.24680 -1.97439 -3.45777

***

[6]
# C12H19BiF5IN4O2Te

A molecular structure, C12H19BiF5IN4O2Te in a non-equilibrium geometry (wB97M-V/def2-TZVPD, the Open Molecules 2025 dataset).

Frontier orbital gap (alpha / beta) ... 4.928 / 2.191 eV
Calculated total energy ... -57626.9294 eV
Relative energy (zero: lowest compared OMol25 entry of this formula, charge and spin) ... 4.0 kcal per mole
Highest occupied orbital energy (alpha / beta) ... -0.403 / 2.319 eV
Charge ... -2

Geometry (Å):
C 2.03709 0.25475 -5.42438
I -1.86868 0.16599 -2.39278
H 0.91615 -0.02486 -5.42525
H 2.56661 -0.71124 -5.54609
H 2.09911 1.04193 -6.20608
C -1.37627 4.24689 1.05055
C -2.56450 3.89444 0.52659
N -2.46577 2.57877 0.13005
C -1.21906 2.09809 0.33878
N -0.56017 3.12549 0.92202
H -1.04803 5.15918 1.49879
H -3.49034 4.45928 0.42869
C 2.11108 -4.05204 0.54266
C 0.95204 -2.23536 -0.14326
N 1.90488 -2.68523 0.70415
H 1.09053 -5.42463 -0.84409
N 0.54258 -3.33894 -0.80935
H 2.83143 -4.59114 1.13173
Bi -0.20284 -0.08357 0.00920
C 2.31712 0.78056 -4.14655
O 2.06883 1.12402 -3.03914
C 1.25848 -4.45937 -0.41394
C -0.51890 -3.38961 -1.80627
H -1.49932 -3.20713 -1.34654
H -0.49204 -4.39358 -2.24151
H -0.36316 -2.63081 -2.58377
C 2.61785 -1.88785 1.69438
H 3.52969 -2.43719 1.95368
H 2.00022 -1.73610 2.59074
H 2.86911 -0.90245 1.28368
C 0.80781 3.11394 1.42698
H 1.07933 4.14801 1.66425
H 1.48499 2.70933 0.66450
H 0.86859 2.49191 2.32754
C -3.61645 1.85384 -0.35604
H -3.38273 1.48103 -1.37973
H -4.43905 2.56581 -0.47783
H -3.83888 0.99327 0.27965
F -1.69467 -0.10159 5.35490
Te -0.78933 -0.12666 3.62080
F -1.91740 1.45926 3.07238
F -1.93070 -1.22167 0.60353
F 0.34566 1.18223 4.38896
F 0.56827 -1.45480 4.29696
O 0.41081 0.16778 2.07648